Record 1
Entry from OMol25: C8H12 in the gas phase at a distorted geometry (wB97M-V/def2-TZVPD).

Element x y z (Å)
C: 0.7024 2.0881 0.7145
C: -0.5617 -0.9558 -2.6374
C: -0.6126 0.1474 -0.3330
C: -0.0496 -1.6599 -3.6443
C: -0.0110 -0.1655 -1.5369
C: 0.1519 -0.8106 2.5774
C: -0.1172 0.6042 2.1473
C: -0.0812 1.0314 0.7297
H: -0.7040 -1.4538 2.7486
H: -1.7979 -0.0748 -0.1927
H: 1.2287 2.7950 1.3104
H: 0.5556 1.2806 2.8168
H: 1.0103 2.5418 -0.1828
H: -0.4504 -1.9415 -4.5783
H: -1.6934 -0.9793 -2.5510
H: 1.0533 -1.6212 -3.6891
H: 0.6718 -0.6824 3.5495
H: 1.0675 0.4551 -1.7211
H: 0.8448 -1.3435 2.0299
H: -1.2072 0.7449 2.4424

- SMILES string: C=C/C=C/C(=C)CC
- Spin multiplicity: 1
- Energy relative to the best compared isomer or geometry (same formula, charge and spin): 80.5 kcal/mol
- E_tot: -311.858109 Eh
- E_HOMO: -8.7 eV
- Lowest unoccupied orbital energy: 0.0123 Ha

---

Record 2
Entry from OMol25: 2 unconnected molecules or ions with the total composition CH4N2OS at a distorted geometry (wB97M-V/def2-TZVPD).

Element x y z (Å)
S: -1.5539 0.3123 -0.0401
O: 0.8086 0.0766 -0.9686
N: 1.0836 0.9850 -1.8222
N: -0.9974 -0.6742 2.3135
C: -0.7374 -0.6557 1.0791
H: 0.1445 -1.1542 0.7670
H: 0.8938 1.8789 -1.5843
H: 0.9543 0.5714 -2.8147
H: -0.5960 -1.3401 3.0703

- Spin multiplicity: 1
- Energy relative to the best compared isomer or geometry (same formula, charge and spin): 125.7 kcal/mol
- E_tot: -623.258824 Eh
- E_HOMO (spin up / spin down): -9.0 / -8.8 eV
- Lowest unoccupied orbital energy (spin up / spin down): -0.0174 / -0.0619 Ha

---

Record 3
Entry from OMol25: C8H6BrNO3 in the gas phase at a distorted geometry (wB97M-V/def2-TZVPD).

Element x y z (Å)
Br: 2.1155 -2.7352 -0.9239
O: -1.9649 1.6770 -0.8584
O: -0.5761 1.5566 0.9899
O: 1.7769 -1.4570 3.4471
N: 1.0520 -1.3098 2.4882
C: 0.7779 -1.3850 -0.8693
C: -0.2611 0.5535 0.1026
C: 0.6860 -0.4906 0.2142
C: 1.6438 -0.5274 1.4027
C: -1.0888 0.6530 -0.9915
C: -1.0470 -0.2975 -2.0169
C: -0.0506 -1.2678 -1.9868
C: -1.7288 2.2377 0.4438
H: 1.8798 0.4876 1.7813
H: -1.7163 -0.1314 -2.8668
H: -2.5974 2.1421 1.0688
H: -1.4814 3.3010 0.2981
H: 2.5592 -1.0121 1.0584
H: 0.0215 -1.9947 -2.7815

- SMILES string: O=NCc1c(Br)ccc2c1OCO2
- Spin multiplicity: 1
- Energy relative to the best compared isomer or geometry (same formula, charge and spin): 0.0 kcal/mol
- E_tot: -3162.833538 Eh
- E_HOMO: -8.5 eV
- Lowest unoccupied orbital energy: -0.0050 Ha

---

Record 4
Entry from OMol25: a molecular structure, H5NO3P4 at a distorted geometry (wB97M-V/def2-TZVPD).

Element x y z (Å)
P: 1.9390 0.3518 -0.6282
P: 1.9488 -1.0636 1.1331
P: -3.1144 -0.3004 0.5984
P: -0.2745 -1.9076 -0.2510
O: -1.0229 -3.0698 -0.7372
O: -1.6747 -0.8449 0.7694
O: 0.0520 -0.7809 -1.1656
N: 0.9801 -2.2971 0.7105
H: -3.3964 -1.0861 -0.5489
H: 2.6808 1.5615 -0.0989
H: 0.8587 1.2316 -0.1219
H: 3.2249 -1.6103 0.8366
H: -3.0770 1.0240 -0.1784

- Net charge: -2
- Spin multiplicity: 1
- E_tot: -1648.916896 Eh
- E_HOMO: 0.4 eV
- Lowest unoccupied orbital energy: 0.2545 Ha

---

Record 5
Entry from OMol25: a molecular structure, BH4K at a distorted geometry (wB97M-V/def2-TZVPD).

Element x y z (Å)
K: -0.9058 1.1729 2.0501
B: 0.7617 -0.3609 -0.4554
H: -1.0018 -0.4003 0.3480
H: 0.1523 0.1210 0.4672
H: 0.8845 0.5164 -1.1621
H: 0.1092 -1.0491 -1.2478

- Spin multiplicity: 1
- Energy relative to the best compared isomer or geometry (same formula, charge and spin): 102.9 kcal/mol
- E_tot: -626.953428 Eh
- E_HOMO: -5.8 eV
- Lowest unoccupied orbital energy: -0.0344 Ha

---

Record 6
Entry from OMol25: 13 unconnected molecules or ions with the total composition C33H80Cl12O21S7 at a distorted geometry (wB97M-V/def2-TZVPD).

Element x y z (Å)
Cl: 4.9712 -1.7487 -5.9288
Cl: -2.4942 -4.6924 2.2530
Cl: 2.9499 -5.7844 -6.8901
Cl: -7.7000 2.0163 -0.6764
Cl: 7.1313 -3.4564 -4.0658
Cl: -5.3679 1.1879 3.8693
Cl: -2.9949 0.1017 7.3478
Cl: 1.8114 -1.0104 3.8923
Cl: -6.3222 2.5469 -3.8846
Cl: 0.0113 -4.6658 0.6232
Cl: -0.2762 2.4018 5.5378
Cl: 2.7735 -4.4763 -2.8933
S: -3.8567 4.4809 2.4831
S: 0.6584 3.4005 -3.8287
S: -1.5472 0.6401 1.1284
S: -5.8455 -2.5085 2.1031
S: -1.7589 -3.0255 -4.0761
S: 6.2590 -3.6937 3.9024
S: 5.7254 4.0471 2.2961
O: -3.1403 -3.3349 -4.5084
O: -0.3991 -0.4177 0.5151
O: -0.6349 -3.3218 -4.9382
O: -4.6275 -2.7831 2.8326
O: 0.0514 2.1653 -4.3921
O: 7.0751 -2.4705 3.9909
O: 5.4254 2.6958 1.3778
O: -1.2329 2.0164 0.8213
O: -2.8651 3.6058 3.0838
O: -1.7050 -1.4457 -3.6806
O: 1.5123 3.0405 -2.3913
O: -6.6768 -1.3476 2.4307
O: 5.6208 3.6983 3.7275
O: -0.2038 4.5571 -3.5456
O: 4.9537 5.1093 1.6449
O: 6.7991 -5.0024 4.3176
O: -5.4751 -2.3773 0.4900
O: 5.5714 -3.7758 2.4285
O: -1.9656 0.2874 2.5316
O: -3.0550 5.6061 1.4239
O: -4.6935 5.3182 3.3576
C: 6.7776 1.0129 2.5510
C: 2.1770 3.8624 -0.1221
C: 2.3275 -5.2096 -5.3565
C: 2.0527 4.1570 -1.6463
C: 2.1702 3.9139 -4.7471
C: -4.1424 1.2166 5.1505
C: 0.5156 0.0699 -0.4861
C: 4.8212 -3.3844 5.0104
C: 5.2739 -2.5909 1.6680
C: -2.0272 5.1710 0.5449
C: -6.4294 -1.8484 -0.3779
C: -1.4911 -3.8031 -2.3588
C: -8.0154 1.1699 -2.2098
C: -1.6545 -0.5221 -4.6738
C: -7.0203 -3.9967 2.1271
C: 5.7702 -1.0623 -4.5234
C: 4.2723 -3.1098 0.6078
C: -2.6572 0.7325 -4.5287
C: -5.9859 -2.2648 -1.7741
C: -2.7643 0.0764 -0.1304
C: 7.4560 4.3814 1.9158
C: -4.8341 3.5102 1.2322
C: 7.1372 -1.7085 -4.4911
C: 1.6178 -0.9616 -0.7365
C: 3.2061 -5.6696 -4.1977
C: 1.4484 0.6244 4.2038
C: -0.1348 -3.5317 1.9315
C: -1.3833 6.4717 0.0501
C: 0.3080 0.7485 5.2334
C: -3.9264 -0.2012 5.8452
C: 5.3820 1.4781 2.0750
C: -1.5947 -3.1568 2.0321
C: -8.0668 2.1850 -3.3798
H: -5.6198 2.8851 1.6567
H: -7.7305 -3.8801 1.3085
H: -1.0036 7.1796 0.7869
H: 7.1341 1.4262 3.4944
H: -2.3200 4.4158 -0.1845
H: 2.6445 4.7948 -4.3144
H: -1.9917 -2.6638 1.1447
H: 2.9090 -6.6537 -3.8352
H: 4.2555 -2.5043 4.7046
H: -8.9388 0.5966 -2.1284
H: -5.2853 4.3212 0.6605
H: 1.0957 1.1170 3.2977
H: -7.2386 0.4437 -2.4490
H: 7.5979 -1.5820 -5.4709
H: -0.6297 -0.2321 -4.9054
H: -4.6471 1.9502 5.7791
H: 3.2928 -3.2501 1.0651
H: -2.0447 7.1227 -0.5216
H: 4.7680 -1.7990 2.2202
H: -3.4113 -0.7622 0.1269
H: -1.2615 4.6815 1.1466
H: -6.6783 -1.8497 -2.5065
H: 0.4877 -2.6482 1.7900
H: 4.0715 -2.3452 -0.1426
H: 2.3181 -0.7299 0.0660
H: 7.7731 -1.2997 -3.7058
H: -4.9344 -2.0888 -2.0008
H: -2.5032 1.3728 -5.3972
H: 4.8679 0.7094 1.4980
H: -8.4515 3.1533 -3.0598
H: 5.7164 -0.0062 -4.7878
H: 1.2250 3.6930 0.3810
H: 4.7161 -3.9768 0.1187
H: -6.0417 -3.3432 -1.9223
H: -6.4633 -0.7592 -0.3990
H: -8.5382 1.6796 -4.2227
H: 7.4806 1.0432 1.7185
H: 2.7635 2.9684 0.0896
H: 0.0096 0.2541 -1.4338
H: 1.6114 5.1080 -1.9446
H: 4.6961 1.4754 2.9222
H: 2.8254 3.0463 -4.8247
H: -4.7934 -0.8301 6.0474
H: 4.2849 -5.7169 -4.3464
H: -7.4589 -3.9191 3.1219
H: -2.2692 -3.3651 -1.7336
H: -0.4711 6.3657 -0.5369
H: 1.3728 -5.7002 -5.1671
H: 5.1396 -1.2617 -3.6570
H: 3.0638 4.2450 -2.0438
H: 1.7838 4.3074 -5.6873
H: 0.9307 1.0537 -0.2674
H: -0.4651 -3.4826 -2.1778
H: -3.2621 -0.7198 5.1539
H: 6.1519 -2.1930 1.1592
H: 0.5894 0.3484 6.2074
H: -2.5199 1.4179 -3.6924
H: 1.1929 -1.9181 -0.4322
H: -4.0338 3.0138 0.6834
H: 7.7532 5.0857 2.6928
H: -7.4333 -2.1868 -0.1213
H: -3.2130 1.0282 -0.4148
H: -1.6556 -4.8801 -2.3922
H: 2.3112 1.1927 4.5513
H: -6.4280 -4.9037 2.0061
H: 2.3289 -4.1278 -5.4898
H: 7.3879 4.7137 0.8799
H: 2.7311 4.4958 0.5707
H: -3.2222 1.6371 4.7447
H: 4.1818 -4.2669 5.0317
H: 0.3267 -4.0070 2.7971
H: -2.1905 -0.0498 -1.0485
H: 2.0452 -1.0453 -1.7357
H: -0.5716 0.1352 5.0378
H: 6.6865 -0.0398 2.8187
H: -1.8345 -1.0522 -5.6090
H: -1.7197 -2.4783 2.8760
H: 8.0523 3.4695 1.8840
H: -3.7264 0.5426 -4.6225
H: 5.3786 -3.3174 5.9447

- Spin multiplicity: 1
- E_tot: -11194.748917 Eh
- E_HOMO: -10.1 eV
- Lowest unoccupied orbital energy: -0.0114 Ha

---

Record 7
Entry from OMol25: a gas-phase ion, C5H13N2O (charge +1) at a distorted geometry (wB97M-V/def2-TZVPD).

Element x y z (Å)
O: -3.3942 -0.1347 -0.0524
N: 1.1086 1.4694 1.0444
N: -0.8775 -1.5660 0.9466
C: 1.5430 0.2830 0.3010
C: -2.1470 -0.2794 -0.8253
C: 0.4446 -0.3440 -0.6553
C: 2.7520 0.5428 -0.3526
C: -0.8977 -0.3453 0.0439
H: 1.4543 2.1185 0.3378
H: 2.9168 1.5812 -0.6030
H: 1.9147 1.5458 1.7440
H: -1.1153 -2.4477 0.4747
H: -1.2624 -1.4252 1.8463
H: 0.4487 0.3423 -1.5367
H: 0.8009 -1.3250 -0.9918
H: -3.9461 0.6941 -0.0823
H: -2.1312 -1.1095 -1.5294
H: 3.6087 -0.1074 -0.2545
H: -0.8450 0.5502 0.6837
H: -2.0579 0.5840 -1.4706
H: 1.6820 -0.6271 0.9314

- Net charge: +1
- Spin multiplicity: 1
- Energy relative to the best compared isomer or geometry (same formula, charge and spin): 138.3 kcal/mol
- E_tot: -382.641228 Eh
- E_HOMO: -12.9 eV
- Lowest unoccupied orbital energy: -0.2795 Ha

---

Record 8
Entry from OMol25: C19H20ClN3O2 in the gas phase (wB97M-V/def2-TZVPD).

Element x y z (Å)
Cl: -5.0494 -4.1778 -0.0822
O: -0.9385 -0.1702 -1.2709
O: 0.4037 -0.4793 2.0585
N: 0.8493 1.2121 0.6227
N: 2.9859 2.0663 0.2309
N: -0.0303 2.5479 -1.5967
C: 2.6615 0.2586 1.8256
C: 3.4894 1.1661 1.1380
C: 1.2271 0.2561 1.5520
C: 0.7427 4.2853 0.0022
C: -0.7907 0.4091 -2.5481
C: -0.7903 3.5483 -2.3209
C: -3.7669 -2.4840 -1.7430
C: 1.1234 3.1029 -0.8969
C: 4.8657 1.1571 1.3889
C: -3.8426 -2.9961 -0.4618
C: -1.9166 -1.1013 -1.0748
C: -2.0008 -1.6302 0.2152
C: 1.7213 2.0582 0.0145
C: -2.9585 -2.5732 0.5205
C: 3.2166 -0.6344 2.7438
C: 0.3393 1.4369 -2.4636
C: 5.3944 0.2711 2.2992
C: -2.8037 -1.5368 -2.0523
C: 4.5724 -0.6268 2.9795
H: -0.1057 4.0208 0.6285
H: 1.2169 0.9346 -2.0520
H: -4.4550 -2.8202 -2.5028
H: -1.2819 4.2186 -1.6204
H: -0.1167 1.2127 0.3045
H: 2.5556 -1.3187 3.2541
H: -1.2998 -1.2956 0.9649
H: 1.9135 3.4336 -1.5943
H: 5.0032 -1.3153 3.6908
H: -0.5294 -0.3574 -3.2906
H: 0.5890 1.7766 -3.4812
H: -1.5626 3.0545 -2.9063
H: 6.4576 0.2692 2.4905
H: -1.7272 0.8926 -2.8540
H: 1.5894 4.5282 0.6394
H: -3.0199 -2.9800 1.5172
H: 0.4967 5.1646 -0.5854
H: 5.4878 1.8579 0.8550
H: -2.7606 -1.1545 -3.0598
H: -0.1617 4.1377 -3.0051

- SMILES string: C[C@@H](c1nc2ccccc2c(=O)[nH]1)N(C)CCOc1ccc(Cl)cc1
- Spin multiplicity: 1
- Energy relative to the best compared isomer or geometry (same formula, charge and spin): 23.5 kcal/mol
- E_tot: -1511.002256 Eh
- E_HOMO: -8.4 eV
- Lowest unoccupied orbital energy: 0.0234 Ha

---

Which formula does entry 6 have?
C33H80Cl12O21S7

---

What did the first record say?
Entry from OMol25: C8H12 in the gas phase at a distorted geometry (wB97M-V/def2-TZVPD).

Element x y z (Å)
C: 0.7024 2.0881 0.7145
C: -0.5617 -0.9558 -2.6374
C: -0.6126 0.1474 -0.3330
C: -0.0496 -1.6599 -3.6443
C: -0.0110 -0.1655 -1.5369
C: 0.1519 -0.8106 2.5774
C: -0.1172 0.6042 2.1473
C: -0.0812 1.0314 0.7297
H: -0.7040 -1.4538 2.7486
H: -1.7979 -0.0748 -0.1927
H: 1.2287 2.7950 1.3104
H: 0.5556 1.2806 2.8168
H: 1.0103 2.5418 -0.1828
H: -0.4504 -1.9415 -4.5783
H: -1.6934 -0.9793 -2.5510
H: 1.0533 -1.6212 -3.6891
H: 0.6718 -0.6824 3.5495
H: 1.0675 0.4551 -1.7211
H: 0.8448 -1.3435 2.0299
H: -1.2072 0.7449 2.4424

- SMILES string: C=C/C=C/C(=C)CC
- Spin multiplicity: 1
- Energy relative to the best compared isomer or geometry (same formula, charge and spin): 80.5 kcal/mol
- E_tot: -311.858109 Eh
- E_HOMO: -8.7 eV
- Lowest unoccupied orbital energy: 0.0123 Ha